[1]
DFT (the ωB97M-V functional and the def2-TZVPD basis) results for a 3-piece molecular cluster, C29H58N4O9S3 overall in a non-equilibrium geometry.

The geometry in XYZ format:
```
103
Properties=species:S:1:pos:R:3:forces:R:3:lowdin_charge:R:1
C 0.224 -2.348 1.785 0.30 0.38 -0.39 0.04
C -0.551 -1.098 1.967 -0.30 -0.64 0.10 -0.55
O -1.565 -1.129 2.581 -1.05 0.59 0.83 0.15
O -0.106 0.040 1.385 0.74 0.54 -0.51 0.01
C -0.499 0.003 0.006 -0.16 0.28 0.14 -0.13
C 0.106 1.075 -0.885 0.13 -0.46 1.38 -0.41
C -0.731 1.062 -2.130 -0.12 -0.97 -0.65 -0.12
C -0.698 -0.262 -2.912 0.38 0.80 -0.26 -0.14
C -0.224 -0.084 -4.349 -0.16 -0.61 0.37 -0.18
C 1.183 -0.596 -4.601 -0.66 0.43 -0.69 -0.20
S 1.383 -1.788 -5.895 0.82 0.49 1.37 0.54
O 1.690 -3.039 -5.310 -0.18 -1.77 0.76 -0.28
O 2.303 -1.289 -6.825 0.99 1.05 -1.66 -0.25
O -0.031 -1.898 -6.545 -0.91 -0.02 -0.56 -0.15
C 1.542 0.710 -1.161 -0.16 0.70 -0.97 -0.16
O 1.965 1.328 -2.396 -0.08 -0.22 0.31 -0.28
S 2.258 2.912 -2.119 -0.29 -0.32 1.39 0.86
O 2.859 3.347 -3.316 0.84 0.58 -1.98 -0.36
O 0.771 3.560 -2.211 -0.27 -0.30 0.15 -0.27
C 0.024 3.629 -0.964 0.59 0.13 -0.21 -0.33
C 0.401 4.874 -0.227 0.23 -0.35 0.95 -0.14
C 1.706 4.853 0.556 0.56 0.53 -0.76 -0.18
C 2.640 5.967 0.072 -0.30 -0.68 0.44 -0.27
C 4.106 5.695 0.215 0.21 -0.15 -0.09 -0.43
S 4.725 4.848 -1.255 0.03 1.49 -0.88 1.06
C 5.218 3.338 -0.703 1.05 2.58 1.27 -0.75
N 4.775 2.255 -1.085 -1.16 -3.47 -0.97 0.05
N 5.502 1.291 -0.396 -2.23 -2.60 -2.13 0.09
C 6.296 1.903 0.323 1.39 -0.17 1.28 -0.24
O 6.219 3.203 0.211 0.53 1.96 0.49 0.09
C 0.017 2.380 -0.109 -0.22 -0.03 -0.82 -0.08
H -0.460 -3.152 1.857 -0.55 -0.86 0.37 0.09
H 0.685 -2.416 0.826 0.66 0.10 -0.67 0.07
H 0.967 -2.402 2.552 0.57 -0.17 0.48 0.09
H -1.558 0.157 -0.029 -0.87 -0.04 0.14 0.14
H -0.296 -0.975 -0.386 0.16 -0.60 -0.32 0.12
H -1.754 1.232 -1.874 -0.78 0.44 0.39 0.13
H -0.438 1.816 -2.822 0.20 0.71 -0.18 0.10
H -1.679 -0.683 -2.922 -0.69 -0.45 0.08 0.10
H -0.033 -0.974 -2.475 0.24 -0.60 0.56 0.10
H -0.282 0.939 -4.650 -0.04 0.75 -0.18 0.12
H -0.916 -0.613 -4.961 -0.43 -0.35 -0.64 0.09
H 1.795 0.219 -4.896 0.73 0.65 -0.30 0.09
H 1.645 -1.032 -3.747 0.26 -0.51 0.67 0.09
H -0.180 -2.844 -6.652 -0.32 -0.30 -0.11 0.10
H 1.658 -0.345 -1.227 0.27 -0.85 -0.54 0.13
H 2.190 1.039 -0.382 0.57 0.27 0.83 0.11
H -0.989 3.758 -1.260 -0.79 0.13 -0.81 0.14
H 0.438 5.695 -0.903 -0.22 0.63 -0.77 0.11
H -0.405 5.071 0.448 -0.67 0.24 0.54 0.12
H 2.224 3.917 0.473 0.19 -0.64 -0.12 0.08
H 1.532 5.019 1.593 -0.21 -0.04 0.93 0.11
H 2.417 6.841 0.647 -0.26 0.86 0.14 0.11
H 2.448 6.153 -0.967 -0.19 0.38 -0.57 0.09
H 4.627 6.622 0.259 0.57 0.77 -0.02 0.07
H 4.368 5.170 1.112 0.10 -0.51 0.49 0.09
H 6.966 1.409 0.961 0.95 -0.04 0.91 0.13
H 0.742 2.368 0.671 0.74 0.14 0.54 0.12
H -0.933 2.380 0.382 -0.74 0.11 0.51 0.14
C 0.251 -0.346 6.074 0.05 0.05 0.03 -0.08
C 0.946 -1.032 7.244 -0.18 0.20 0.04 -0.27
N 1.833 -2.106 6.853 -0.21 -0.27 0.06 -0.21
C 2.265 -2.938 7.959 -0.06 -0.16 0.21 -0.25
C 3.126 -2.300 9.059 0.06 -0.08 -0.03 -0.09
C 2.856 -1.735 5.910 0.26 0.19 -0.31 -0.25
C 3.810 -0.612 6.331 0.06 -0.10 0.05 -0.08
H -0.294 -1.058 5.454 0.04 -0.07 0.00 0.07
H -0.468 0.376 6.460 -0.02 0.02 0.00 0.07
H 0.947 0.203 5.438 0.01 -0.01 0.01 0.06
H 0.173 -1.462 7.884 0.05 -0.06 0.08 0.12
H 1.459 -0.266 7.849 -0.08 0.00 -0.01 0.10
H 2.793 -3.803 7.552 0.05 0.03 -0.08 0.11
H 1.364 -3.345 8.427 -0.06 0.06 0.00 0.11
H 4.153 -2.137 8.733 -0.02 0.05 0.00 0.05
H 3.168 -2.968 9.922 -0.02 -0.03 0.01 0.07
H 2.718 -1.350 9.402 -0.02 0.02 -0.01 0.07
H 2.371 -1.441 4.976 -0.06 0.05 0.02 0.09
H 3.431 -2.627 5.653 0.02 -0.06 0.11 0.12
H 3.282 0.226 6.787 -0.02 -0.02 0.00 0.07
H 4.323 -0.232 5.458 0.19 0.14 -0.28 0.07
H 4.572 -0.956 7.028 -0.04 0.03 0.06 0.05
C -3.626 -3.720 -4.204 0.03 -0.04 -0.03 -0.09
C -4.557 -2.977 -3.259 0.09 -0.26 0.04 -0.28
N -5.346 -1.954 -3.910 0.01 0.13 0.00 -0.20
C -6.020 -1.070 -2.978 -0.03 0.19 0.19 -0.25
C -7.099 -1.661 -2.059 -0.03 0.07 -0.05 -0.08
C -6.131 -2.399 -5.045 -0.04 -0.16 -0.26 -0.25
C -7.158 -3.521 -4.822 -0.03 0.09 -0.06 -0.08
H -2.977 -3.025 -4.739 -0.03 0.05 -0.04 0.07
H -2.995 -4.403 -3.636 0.01 -0.01 0.03 0.07
H -4.169 -4.318 -4.937 -0.01 0.01 -0.02 0.07
H -3.938 -2.493 -2.498 -0.11 0.09 0.06 0.11
H -5.178 -3.717 -2.728 0.05 0.01 0.02 0.10
H -6.451 -0.241 -3.544 -0.03 -0.03 -0.08 0.11
H -5.248 -0.618 -2.346 0.06 -0.07 0.00 0.10
H -8.025 -1.864 -2.594 0.01 -0.07 -0.02 0.06
H -7.336 -0.946 -1.269 0.02 0.02 0.01 0.07
H -6.769 -2.581 -1.577 0.02 -0.02 -0.01 0.07
H -5.439 -2.726 -5.824 0.05 -0.02 0.04 0.10
H -6.634 -1.529 -5.472 -0.03 0.07 0.10 0.11
H -6.754 -4.334 -4.219 0.03 0.00 0.01 0.07
H -7.451 -3.944 -5.785 0.01 0.00 -0.02 0.07
H -8.066 -3.159 -4.345 0.01 -0.02 0.09 0.05
```
Forces are in eV/Å.

Output
largest force on an atom	0.079	hartree/bohr
2S+1	1
Kohn-Sham gap	0.3115	Eh

=====

[2]
DFT (the ωB97M-V functional and the def2-TZVPD basis) results for a 9-piece molecular cluster, C29H58O25S2 overall in a non-equilibrium geometry.

The geometry in XYZ format:
```
114
Properties=species:S:1:pos:R:3:forces:R:3:lowdin_charge:R:1
C -0.786 0.762 32.680 0.51 0.11 1.22 -0.17
C -1.928 -0.047 33.385 2.06 -0.69 -0.22 -0.19
C -2.728 -0.725 32.298 -2.10 0.75 0.34 -0.22
S -2.084 -0.299 30.626 0.41 -0.02 1.12 0.72
O -3.164 0.045 29.732 0.15 0.34 0.30 -0.32
O -1.182 -1.336 30.198 0.28 -0.30 0.00 -0.33
C -1.148 1.138 31.237 -2.23 -2.87 1.06 -0.21
H 0.172 0.251 32.797 -0.34 -0.98 -0.83 0.10
H -0.497 1.567 33.361 -0.81 0.73 -0.49 0.12
H -2.495 0.530 34.112 -0.31 0.31 -0.53 0.11
H -1.431 -0.799 34.002 0.03 -0.06 -0.04 0.11
H -3.717 -0.266 32.397 -0.07 0.19 -0.82 0.10
H -3.011 -1.760 32.490 0.84 -0.31 -0.54 0.10
H -1.851 1.986 31.199 -0.46 -3.17 0.87 0.06
H -0.417 1.571 30.579 0.40 -2.69 -0.33 0.08
C 9.644 -0.572 31.823 -0.40 -0.97 -1.09 -0.24
C 9.048 0.866 32.000 0.70 -1.26 1.46 -0.18
C 8.487 0.750 33.420 -0.60 -0.05 0.55 -0.24
S 9.581 -0.314 34.404 1.56 0.62 -0.81 0.70
O 8.760 -1.337 34.995 0.13 -0.09 0.39 -0.33
O 10.498 0.524 35.168 -0.86 -0.76 -0.12 -0.34
C 10.551 -1.014 32.965 -0.43 2.94 0.82 -0.19
H 10.223 -0.669 30.904 -0.36 -0.05 -0.23 0.11
H 8.813 -1.283 31.833 -0.17 0.10 -0.61 0.10
H 8.261 1.094 31.286 0.09 -0.19 -0.08 0.08
H 9.832 1.621 31.948 -0.02 0.06 -0.01 0.12
H 7.550 0.189 33.459 -0.01 -0.14 -0.42 0.08
H 8.261 1.645 33.999 0.51 0.24 -0.19 0.10
H 10.922 -2.021 33.120 -0.60 -0.17 -0.22 0.11
H 11.385 -0.317 32.858 0.39 -0.30 0.62 0.10
C 2.848 0.697 32.889 0.26 -1.84 2.42 -0.06
O 3.361 -0.037 31.820 -0.07 -0.16 -1.99 0.01
C 4.169 -1.093 31.957 0.03 -0.27 4.27 -0.54
O 4.448 -1.567 33.068 -0.83 0.46 -4.37 0.06
O 4.613 -1.477 30.817 0.05 0.00 -2.35 0.05
C 5.740 -2.317 30.659 1.77 -0.65 0.54 -0.02
H 2.790 0.074 33.780 -0.06 -0.20 -0.08 0.12
H 1.837 1.064 32.712 1.00 -2.75 -0.57 0.03
H 3.475 1.521 33.232 0.25 0.11 -0.59 0.10
H 6.671 -1.750 30.589 -0.29 0.59 0.32 0.07
H 5.796 -2.866 29.721 -1.23 0.17 -0.14 0.08
H 5.890 -3.036 31.463 -0.51 0.11 0.22 0.10
C 4.116 -0.144 24.698 -0.12 -0.15 -0.66 -0.04
O 2.917 -0.155 25.483 0.28 0.25 -0.52 0.02
C 3.051 -0.668 26.697 0.12 -0.80 0.32 -0.60
O 4.043 -1.244 27.105 -0.61 0.56 -0.05 0.10
O 1.898 -0.501 27.346 0.56 -0.12 -0.21 0.04
C 1.934 -0.910 28.703 0.19 -0.74 1.46 -0.03
H 4.510 -1.141 24.501 0.05 -0.11 0.60 0.09
H 4.860 0.513 25.142 0.06 -0.12 0.05 0.10
H 3.853 0.209 23.702 -0.28 0.39 0.24 0.09
H 2.243 -1.943 28.885 0.00 -0.16 -0.75 0.08
H 0.939 -0.856 29.138 -0.04 0.48 -0.30 0.08
H 2.674 -0.360 29.284 -0.23 0.48 -0.16 0.09
C 7.292 -1.907 27.029 -1.00 -1.83 0.77 -0.03
O 8.474 -1.138 27.041 0.62 -0.65 -1.97 0.04
C 8.545 -0.238 27.973 -0.26 1.02 1.77 -0.59
O 7.940 -0.312 29.028 0.58 0.62 -0.52 0.09
O 9.373 0.762 27.589 0.00 -0.71 0.19 0.02
C 9.635 1.794 28.545 0.32 0.37 0.21 -0.03
H 7.125 -2.344 28.015 -0.57 1.11 0.41 0.08
H 7.311 -2.892 26.555 1.25 0.55 -1.15 0.10
H 6.461 -1.370 26.579 -0.09 0.19 0.54 0.08
H 10.637 1.780 28.982 0.04 -0.98 -0.03 0.09
H 8.903 1.726 29.345 -0.05 0.42 -0.13 0.06
H 9.689 2.748 28.022 -0.83 -0.06 -0.15 0.10
C 5.089 -0.977 35.378 1.00 -1.29 2.01 -0.04
O 4.319 0.207 35.396 -0.50 1.15 -0.82 -0.03
C 4.677 1.172 36.236 -0.46 -0.08 0.51 -0.59
O 5.272 1.039 37.268 0.28 0.18 -0.08 0.15
O 4.168 2.327 35.759 -0.22 0.32 -0.39 -0.01
C 4.217 3.530 36.525 -0.26 0.12 1.10 -0.03
H 5.015 -1.412 36.378 0.12 -0.17 -0.02 0.10
H 6.138 -0.702 35.252 0.03 -0.20 -0.23 0.08
H 4.746 -1.678 34.596 0.37 1.08 1.80 0.06
H 4.919 3.506 37.359 0.53 -0.25 -0.47 0.10
H 3.281 3.740 37.049 -0.38 -0.45 -0.37 0.09
H 4.375 4.383 35.871 0.34 -0.24 -0.26 0.07
C 1.499 3.165 32.436 0.35 1.80 0.94 -0.01
O 0.127 3.490 32.239 -1.26 -0.27 -0.23 0.02
C -0.444 3.253 31.071 2.74 2.96 -1.09 -0.66
O 0.173 2.972 30.054 -0.37 1.77 0.36 0.11
O -1.756 3.452 31.174 -0.01 3.93 -0.11 -0.04
C -2.492 3.554 29.966 -1.34 -0.25 -1.21 -0.01
H 1.727 2.118 32.687 -1.26 3.21 -0.98 0.01
H 1.705 3.742 33.341 0.26 -0.10 0.07 0.12
H 2.134 3.614 31.673 -0.07 -0.46 -0.31 0.11
H -2.477 2.631 29.383 0.30 -0.19 0.20 0.10
H -2.258 4.352 29.263 0.74 0.21 0.54 0.11
H -3.536 3.698 30.242 0.14 0.02 0.35 0.11
C 3.279 -4.834 29.851 0.79 -0.09 -1.11 -0.05
O 1.933 -5.266 30.033 0.66 -0.52 -0.62 0.03
C 1.249 -4.569 30.921 -0.38 0.33 0.44 -0.60
O 1.681 -3.604 31.499 -0.63 0.01 0.19 0.13
O 0.049 -5.155 31.051 0.97 -0.72 -0.93 0.01
C -0.953 -4.527 31.777 -0.20 2.42 0.93 -0.07
H 3.835 -5.560 29.253 -0.42 -0.84 0.59 0.10
H 3.788 -4.651 30.793 -0.12 0.15 -0.02 0.09
H 3.383 -4.015 29.134 -0.60 0.74 0.66 0.08
H -1.897 -5.054 31.680 0.31 -0.37 0.16 0.10
H -1.107 -3.498 31.430 -0.09 -0.17 -0.57 0.07
H -0.626 -4.305 32.797 -0.23 -0.81 0.26 0.10
C 5.340 2.116 31.356 -0.73 -0.19 -0.18 0.00
O 4.903 3.363 31.966 0.87 -1.12 -0.23 0.01
C 5.825 3.955 32.706 0.04 2.84 -0.48 -0.59
O 6.984 3.679 32.864 -0.31 -0.81 0.22 0.13
O 5.264 5.146 33.096 0.55 -0.95 0.37 -0.03
C 6.043 5.977 33.991 -1.03 -0.51 0.31 -0.04
H 4.402 1.706 30.995 0.27 -0.22 0.02 0.09
H 5.819 1.455 32.077 -0.19 0.08 0.23 0.09
H 6.013 2.183 30.500 0.10 0.80 0.12 0.10
H 5.292 6.356 34.683 0.07 0.39 -0.11 0.08
H 6.500 6.792 33.437 0.23 -0.15 0.04 0.10
H 6.720 5.389 34.608 0.36 0.01 -0.45 0.09
```
Forces are in eV/Å.

Output
structure (SMILES)	O=S1(=O)CCCC1.O=S1(=O)CCCC1.COC(=O)OC.COC(=O)OC.COC(=O)OC.COC(=O)OC.COC(=O)OC.COC(=O)OC.COC(=O)OC
largest force on an atom	0.087	hartree/bohr
2S+1	1
Kohn-Sham gap	0.3794	Eh
relative energy (zero: lowest compared OMol25 entry of this formula, charge and spin)	5.226	eV